Entry 1:
243
Properties=species:S:1:pos:R:3:forces:R:3 method="wB97M-V/def2-TZVPD" homo_ev=-9.770 gap_ha=0.2678 charge=+1
C -4.168333 -6.975477 -4.923936 0.992 0.391 0.907
C -3.947012 -5.617858 -4.152013 -1.119 -0.200 0.068
N -2.603740 -5.381203 -3.633463 4.200 -0.715 0.641
C -1.518859 -5.041745 -4.487227 0.826 1.536 3.366
C -0.434772 -4.720516 -3.601892 -1.409 -0.903 -2.426
N -0.763471 -5.133293 -2.345638 -1.945 0.795 -0.822
C -2.060264 -5.472355 -2.360584 -1.861 -0.366 -1.789
C -0.011679 -4.886637 -1.137634 0.536 -0.599 1.543
H -4.175472 -7.783846 -4.192773 0.190 -0.014 0.090
H -3.319778 -7.151437 -5.585058 -0.050 0.009 -0.102
H -5.083592 -7.133497 -5.494410 -0.057 0.860 0.092
H -4.606330 -5.535526 -3.287942 -0.125 -0.185 -0.039
H -4.125346 -4.697764 -4.708535 -0.288 -0.308 -0.440
H -1.684674 -4.818020 -5.530710 0.131 -0.104 0.161
H 0.494163 -4.187992 -3.742985 0.210 -0.491 -0.371
H -2.692378 -5.774444 -1.538654 0.403 0.053 0.181
H 0.872606 -4.260378 -1.255716 -0.407 0.204 -0.574
H 0.386001 -5.811637 -0.720106 -0.043 -0.295 -0.364
H -0.671487 -4.507039 -0.357465 0.016 0.381 -0.263
C -1.477962 2.208907 -3.058558 -0.269 -0.570 0.592
C -0.221335 1.512351 -3.601295 -0.146 1.375 0.659
N -0.474508 0.544709 -4.652041 -0.836 -1.098 -0.585
C -0.833252 -0.788009 -4.389441 1.860 -0.145 -2.740
C -0.763760 -1.437743 -5.642492 -0.992 1.998 1.109
N -0.642620 -0.435091 -6.583399 0.818 2.394 0.274
C -0.425423 0.788438 -5.980654 -0.221 -3.029 1.604
C -0.803786 -0.550221 -8.025159 -0.228 -0.777 -0.761
H -2.163643 1.540206 -2.538195 0.036 -0.797 -0.443
H -2.079696 2.695858 -3.825945 0.403 0.311 0.144
H -1.241720 2.833742 -2.197238 0.447 0.717 -0.581
H 0.332785 1.060383 -2.778616 -0.160 -0.497 -0.101
H 0.489131 2.222270 -4.024796 -0.175 0.299 -0.037
H -0.872967 -1.179177 -3.383550 -0.111 0.173 -0.103
H -0.889339 -2.445490 -6.010019 -0.196 0.113 0.459
H -0.123992 1.724670 -6.426752 -0.329 -0.152 -0.110
H 0.112026 -0.809236 -8.556480 0.174 -0.144 0.369
H -1.183072 0.346032 -8.516057 -0.046 0.194 0.642
H -1.548487 -1.324685 -8.208796 0.071 0.020 -0.026
C -5.396750 -2.422393 5.485581 0.393 0.191 -0.897
O -4.546240 -1.841403 4.439660 -0.153 -0.687 1.644
C -3.537409 -1.065381 5.077801 0.458 0.894 -0.274
C -2.516908 -0.676232 4.047330 0.562 -0.759 -2.156
N -1.554842 -1.865563 3.747636 -1.151 0.279 -0.179
H -0.928087 -1.727668 2.967720 0.019 1.229 -0.372
H -0.986096 -1.877952 4.582183 0.334 -0.873 0.627
C -2.095213 -3.227951 3.392580 -0.633 0.471 1.034
C -2.957586 -3.208836 2.091028 -0.668 -0.805 2.025
O -2.143805 -2.920160 1.051059 1.133 0.865 -3.894
C -2.856164 -2.788739 -0.241303 -0.725 0.599 1.546
H -6.150344 -3.083003 5.056870 -0.053 0.439 -0.478
H -5.863277 -1.591608 6.014956 -0.044 -0.237 0.274
H -4.822988 -3.091557 6.126761 0.315 0.378 0.313
H -2.997223 -1.506475 5.915496 -0.125 -1.098 0.082
H -3.903924 -0.165816 5.572300 -0.538 0.362 -0.434
H -1.882603 0.190126 4.234905 -0.083 -0.187 0.619
H -2.912089 -0.473241 3.051974 -0.654 0.212 0.253
H -2.593283 -3.516935 4.318061 -0.648 -0.443 -0.486
H -1.191147 -3.836292 3.366266 -0.182 -0.146 -0.601
H -3.814946 -2.540751 2.172837 0.060 0.389 0.257
H -3.394642 -4.188994 1.900305 -0.157 -0.532 0.570
H -3.578594 -1.977427 -0.152009 0.059 0.355 0.126
H -3.505095 -3.639069 -0.450868 0.305 -0.599 0.123
H -2.252193 -2.531025 -1.111307 0.593 -0.289 0.588
C 1.022569 5.174924 2.673319 -0.887 0.077 -1.110
O 0.383869 6.101059 3.560622 0.913 0.127 0.624
C -0.244543 5.406466 4.583683 -0.454 0.162 0.848
C -0.802846 6.336725 5.668125 -0.951 -0.815 -1.081
N -2.329843 6.505731 5.483061 1.174 3.164 2.745
H -2.561202 7.263903 4.857161 0.418 0.270 -0.655
H -2.824605 5.711032 5.103896 -0.232 -1.208 0.111
C -2.985424 7.006179 6.817066 -1.323 -0.198 -0.441
C -2.578273 8.387293 7.397223 0.105 -0.897 -1.718
O -1.224182 8.551550 7.589613 1.029 0.775 -0.125
C -0.810042 9.937360 7.516067 1.410 -0.953 1.719
H 1.586213 4.369103 3.143496 0.015 0.275 0.376
H 1.650972 5.677717 1.938195 0.078 0.324 0.518
H 0.197499 4.772663 2.085472 0.042 -0.589 -0.194
H 0.399167 4.743082 5.161320 0.568 -0.300 -0.434
H -1.055037 4.799828 4.179715 -0.191 -0.374 -0.068
H -0.277394 7.290781 5.626044 -0.439 -0.016 0.221
H -0.752910 5.868351 6.651103 0.329 0.180 -0.098
H -3.154517 6.202549 7.533784 0.962 -0.198 -0.177
H -4.007442 7.214152 6.500299 -0.245 -0.134 -0.036
H -3.112673 8.560417 8.331322 -0.483 -0.057 -0.124
H -2.882237 9.062649 6.597470 -0.419 0.603 0.234
H -0.298557 10.217200 6.595108 -0.936 -0.002 -0.506
H 0.015915 9.974687 8.226346 0.164 0.008 0.145
H -1.515578 10.631422 7.972798 -0.440 -0.004 -0.740
C 0.371762 -5.832547 2.824989 -0.362 0.055 -0.502
O 1.017450 -4.650911 3.196109 2.103 0.470 -0.384
C 2.353473 -4.410359 2.619696 -1.352 1.230 2.019
C 2.940257 -3.279590 3.511944 -1.986 -0.088 0.409
N 1.832873 -2.177030 3.841218 3.260 1.123 -1.139
H 1.215761 -1.867853 3.103877 0.075 -0.311 -0.849
H 1.237170 -2.461393 4.605660 -0.186 -0.824 0.604
C 2.443352 -0.842712 4.371685 -0.557 -1.529 0.183
C 3.303019 -0.069144 3.471388 -0.328 0.979 -0.645
O 4.535373 -0.645865 3.232470 1.545 -0.136 -0.737
C 5.241475 0.058039 2.189034 -0.048 0.030 -0.182
H -0.068187 -5.628629 1.848789 0.361 -0.811 -0.689
H -0.517249 -6.046040 3.418441 0.279 0.390 0.693
H 1.046011 -6.681266 2.939709 -0.104 -0.195 -0.563
H 2.323656 -4.019681 1.602544 -0.388 -0.147 -0.113
H 3.060956 -5.239423 2.634341 -0.345 -0.464 0.287
H 3.866554 -3.009265 3.004995 -0.370 1.300 0.298
H 3.119393 -3.466856 4.570690 0.568 -1.150 -0.312
H 3.022937 -1.086130 5.262146 -0.658 0.035 0.339
H 1.548966 -0.232168 4.495871 0.143 0.060 0.809
H 3.453240 0.863797 4.014668 -0.126 0.451 -0.110
H 2.753964 0.156612 2.557237 0.104 0.150 -0.398
H 4.900102 -0.335589 1.231641 -0.006 -0.057 -0.226
H 6.326656 -0.023235 2.251349 -0.089 -0.688 0.431
H 5.111056 1.139913 2.164022 -0.593 0.155 0.443
C 2.792337 5.427473 -2.633640 -2.115 1.246 -1.655
O 2.729382 4.041611 -2.659448 1.624 -2.919 0.659
C 3.270029 3.579903 -1.420022 -0.635 -0.800 -0.400
C 3.346060 2.005186 -1.332597 0.870 0.894 -1.048
N 3.933198 1.450541 -2.703567 -1.752 -0.275 0.218
H 3.391943 2.048233 -3.311767 -0.020 0.371 -1.046
H 4.909099 1.696136 -2.789543 0.196 0.258 -0.046
C 3.771294 -0.049292 -3.112582 1.339 0.091 0.330
C 3.909856 -0.333197 -4.648880 0.315 2.109 0.969
O 3.043846 0.620743 -5.231495 -1.433 0.123 -1.255
C 3.384159 1.113983 -6.534014 1.709 1.008 0.580
H 3.651143 5.914005 -2.171228 0.037 -0.393 0.154
H 1.821251 5.698588 -2.219392 0.363 0.913 0.582
H 2.698271 5.662694 -3.693799 0.371 0.676 -0.007
H 2.614275 3.972381 -0.642808 0.102 -0.401 0.551
H 4.240034 4.054907 -1.273187 0.252 -0.332 0.192
H 2.386088 1.496766 -1.242887 0.200 0.156 0.377
H 4.096815 1.808569 -0.567214 -0.508 -0.472 0.200
H 2.889502 -0.519265 -2.677082 0.072 0.434 0.174
H 4.692673 -0.385174 -2.636836 -0.455 -1.080 0.108
H 3.731888 -1.358229 -4.974064 -0.232 -0.082 0.485
H 4.935266 -0.053181 -4.890155 0.318 -0.134 -0.320
H 2.747220 1.891309 -6.956124 -1.155 -0.711 0.393
H 3.698790 0.402418 -7.297412 -0.472 -0.470 0.242
H 4.240159 1.770674 -6.378733 0.754 -0.175 -0.024
C -4.321610 1.400937 0.165343 1.313 -0.731 0.835
O -5.646596 1.267863 -0.205182 -0.835 -0.983 0.109
C -5.957408 1.717940 -1.468579 0.946 1.053 0.195
C -7.096868 0.883720 -1.908088 -1.142 -1.119 -0.796
N -7.417856 0.954188 -3.378570 -0.276 1.169 1.292
H -6.553332 0.744096 -3.856645 0.639 0.254 -0.268
H -7.953831 0.121106 -3.575586 -0.520 -0.122 -0.153
C -8.092214 2.135078 -4.005159 2.356 -0.794 -1.821
C -7.291800 3.470658 -4.180108 0.789 1.172 1.048
O -5.825900 3.535777 -4.391233 -2.851 -2.198 0.349
C -5.312146 4.825199 -4.528795 2.217 1.153 1.051
H -4.333322 0.850453 1.106050 0.711 0.634 0.260
H -3.903878 2.406842 0.207422 -0.583 0.443 0.503
H -3.593703 0.909271 -0.480026 -0.305 -0.540 -0.529
H -5.151385 1.502961 -2.170157 0.371 0.278 -0.214
H -6.041985 2.794031 -1.316974 -0.664 0.335 -1.036
H -8.030049 0.910514 -1.345456 0.096 0.450 0.083
H -6.751824 -0.149630 -1.873007 0.160 -0.104 0.621
H -9.089861 2.197589 -3.570540 0.185 0.585 -0.294
H -8.037345 1.794968 -5.039283 -1.246 -0.228 -0.167
H -7.521380 4.033365 -3.275252 0.125 0.583 -0.152
H -7.734964 3.925321 -5.066108 -0.345 0.203 0.223
H -4.448574 4.876817 -3.865707 0.228 -0.260 0.352
H -5.843009 5.697899 -4.148425 -1.001 -0.331 -0.401
H -4.796613 5.037364 -5.465437 -0.887 -0.223 -0.635
C 5.760042 -3.289921 -0.163056 -0.180 0.965 -1.661
O 6.785790 -4.253041 -0.512183 -1.918 0.873 0.003
C 7.597818 -4.493144 0.562061 1.920 -0.576 -0.090
C 8.530279 -5.633658 0.110872 -0.213 0.322 -0.259
N 9.379767 -5.245168 -1.126132 -1.557 -2.031 0.559
H 8.743395 -4.799550 -1.771552 -0.599 0.160 -0.617
H 10.052397 -4.528295 -0.894284 0.647 -0.075 0.111
C 10.020702 -6.513773 -1.832352 -0.340 1.842 0.837
C 10.362795 -6.077527 -3.236137 0.018 0.955 -1.367
O 9.208760 -5.659860 -4.045638 1.958 0.171 1.311
C 8.380072 -6.753655 -4.378921 -0.465 0.236 0.521
H 6.162390 -2.295044 0.027865 0.650 -0.150 0.810
H 5.035398 -3.570870 0.601178 0.431 -0.492 0.208
H 5.194804 -3.036601 -1.059962 -0.151 -0.865 -0.209
H 7.086780 -4.789513 1.478088 -0.184 -0.185 0.058
H 8.190995 -3.606925 0.787554 0.179 0.302 0.323
H 7.876614 -6.430484 -0.243943 0.210 -0.114 0.032
H 9.178651 -5.993881 0.909592 0.114 0.079 -0.203
H 9.370086 -7.386130 -1.893924 -0.603 0.500 0.546
H 10.794951 -6.711977 -1.091166 0.590 -0.407 -0.823
H 10.951981 -6.841804 -3.742924 -0.292 -0.413 -0.068
H 11.032026 -5.217445 -3.258400 -0.129 0.208 0.257
H 7.773276 -6.539082 -5.258610 0.531 0.076 -0.222
H 7.640263 -6.812870 -3.580634 -0.083 -0.858 0.138
H 9.047218 -7.608799 -4.487239 -0.644 -0.483 -0.199
N 0.155498 -0.836116 1.909248 1.732 -0.098 -3.976
S 0.680039 -1.377338 0.399956 2.388 -5.325 1.836
O 2.135254 -1.490290 0.244893 -2.382 1.587 -0.384
O -0.244282 -1.265728 -0.690733 1.021 0.558 0.431
F 0.472836 -2.888555 0.987095 -0.209 0.040 -0.837
S -0.155799 0.603327 1.403321 -2.124 8.325 2.090
O -1.546862 0.870597 1.062207 2.231 -1.159 -0.559
O 0.929643 1.391781 0.740644 -2.334 -3.027 0.839
F -0.162011 1.253542 2.889772 0.500 -0.375 -0.346
N -5.568707 -0.533202 -4.527177 2.385 -2.863 0.828
S -4.290034 -1.288386 -3.780699 -2.445 -6.472 3.315
O -3.791922 -0.562868 -2.705713 0.889 1.687 1.620
O -3.412672 -2.255139 -4.388233 -0.535 1.247 -0.946
F -5.292284 -2.424144 -3.051008 0.367 1.221 -0.321
S -4.606963 0.163690 -5.495894 2.952 6.752 -7.017
O -3.930235 -0.563147 -6.584466 -1.539 0.442 2.269
O -3.808692 1.273108 -4.938008 -1.149 -2.638 -0.271
F -5.744096 0.986180 -6.261748 -0.192 -0.411 0.044
N -3.833166 4.300360 4.786198 0.268 0.083 -6.551
S -4.241002 3.267384 5.770507 -3.529 -5.688 9.341
O -3.207098 2.494843 6.455263 -0.349 0.840 -1.834
O -5.546037 2.531126 5.734210 3.013 2.230 -1.348
F -4.536117 4.361973 6.927483 -0.144 0.273 0.030
S -4.108332 3.415159 3.337004 -0.354 -0.714 -3.322
O -5.308969 3.751189 2.616708 0.973 0.437 1.455
O -3.813685 1.987503 3.370844 0.246 1.994 1.005
F -2.960632 4.023303 2.424911 -0.229 0.076 1.089
N 0.025846 -2.316580 6.029538 0.572 3.728 3.367
S -0.144429 -3.658402 6.802616 -3.103 -6.529 -0.626
O -1.605960 -3.909336 7.039051 3.984 0.569 0.417
O 0.955103 -4.267213 7.551141 -2.188 2.112 -0.118
F 0.092803 -4.451076 5.440815 -0.426 -0.709 -0.462
S 0.280820 -1.330474 7.399981 5.150 4.103 0.340
O 1.749673 -1.092835 7.517600 -3.541 -0.548 -0.981
O -0.359912 -1.564560 8.646937 -0.958 -0.915 -0.945
F -0.325152 0.101817 6.915607 0.338 -1.782 -0.296
N -1.756311 7.416704 -1.356776 0.832 0.473 -5.062
S -1.366818 6.230964 -0.526245 3.216 -4.157 5.832
O 0.076726 5.859800 -0.509172 -2.648 0.532 -0.705
O -2.321172 5.161279 -0.455656 0.209 -0.019 -0.189
F -1.507877 6.916423 0.896675 -0.242 0.306 0.147
S -1.291230 6.734906 -2.863688 -1.921 1.857 -4.824
O -1.332470 5.277217 -3.132049 0.908 2.724 1.440
O -0.422404 7.594898 -3.678350 -0.249 -1.824 2.500
F -2.673380 7.134786 -3.632433 -0.148 -0.165 0.702
B 4.917969 4.815232 1.932570 -0.115 0.772 0.389
F 3.830673 4.018354 2.235303 -0.792 -1.532 0.755
F 6.087303 4.028268 1.822297 -0.025 0.103 0.168
F 4.587440 5.369949 0.711497 0.354 0.626 -1.591
F 4.993113 5.853111 2.879162 0.573 -0.428 0.033
B 3.587701 -4.160048 -3.726111 0.282 -2.152 1.177
F 3.141716 -3.589088 -4.823037 -2.185 1.531 -3.385
F 4.745007 -4.796988 -4.032192 2.007 -1.132 -0.111
F 3.768060 -3.211494 -2.797955 0.707 2.576 2.478
F 2.697683 -5.091269 -3.148305 -1.031 -0.584 -0.036

=====

Entry 2:
20
Properties=species:S:1:pos:R:3:forces:R:3 method="wB97M-V/def2-TZVPD" e_above_lowest_kj_mol=500.9 homo_ev=-7.802 gap_ha=0.3059 smiles="CNc1ccccc1C(=O)O"
C -2.443802 -0.302482 -1.348583 5.811 0.130 7.371
N -1.002764 0.608514 -1.272104 -4.629 0.935 -3.313
C -0.164205 0.043947 -0.502871 3.873 -4.693 6.306
C -0.318164 -1.479122 -0.098730 -2.898 1.553 -3.200
C 0.531297 -2.139355 0.736013 0.296 -2.916 -2.082
C 1.683222 -1.494390 1.076148 0.113 -3.081 1.399
C 1.752625 -0.202638 1.035865 1.740 6.277 4.179
C 0.853563 0.642584 0.398126 -2.205 -1.573 -3.640
C 1.071060 2.040770 0.441305 -3.335 1.633 0.188
O 1.908963 2.592249 1.057444 3.075 0.800 1.235
O 0.077219 3.007502 -0.052025 3.686 -0.498 -0.305
H -2.240366 -1.192706 -1.803036 0.377 -1.868 -1.536
H -3.150022 0.224467 -1.708386 -4.749 3.908 -2.853
H -2.747537 -0.598658 -0.090960 1.116 1.161 -3.957
H -0.766404 1.576359 -1.722913 -1.295 -2.400 1.481
H -1.178641 -2.004690 -0.720358 2.326 0.733 2.121
H 0.639359 -3.304899 0.954144 -1.342 2.572 -0.714
H 2.355885 -2.123602 1.565703 1.407 -0.274 1.132
H 2.287207 0.403835 2.015575 -0.493 -1.748 -3.465
H 0.851504 3.702313 0.039642 -2.873 -0.652 -0.349

=====

Entry 3:
21
Properties=species:S:1:pos:R:3:forces:R:3 method="wB97M-V/def2-TZVPD" e_above_lowest_kj_mol=378.1 homo_ev="-12.482 / -11.964" gap_ha="0.2379 / 0.1874" charge=+1
C -2.231109 2.236748 1.096521 -2.737 -0.676 0.125
C 1.886236 -2.109591 -2.516859 -2.414 0.898 -2.650
C -0.645822 -1.292485 1.341957 -0.450 0.650 -2.756
C -0.832884 1.714966 1.319317 -0.254 1.334 -0.432
C 1.593159 -0.669684 -2.389428 2.380 -3.780 3.294
O 1.493100 0.431001 0.756956 0.649 -0.161 -0.060
P -0.105992 0.326506 0.403268 0.477 -1.411 0.025
H -3.006526 1.442472 1.241716 0.659 0.258 -0.093
H -2.551043 2.975178 1.883614 0.793 -0.440 -0.868
H -2.486758 2.626139 0.103841 0.550 0.179 0.204
H 0.811525 -2.458041 -2.487082 0.247 -0.095 0.092
H 2.094362 -2.489796 -3.570494 0.095 0.555 1.207
H 2.384413 -2.589971 -1.719972 0.930 -0.153 0.596
H 0.046969 -2.129375 1.014182 -0.439 1.170 1.144
H -1.601159 -1.593165 0.814558 0.713 0.514 0.707
H -0.866069 -1.058072 2.378159 0.463 -0.528 0.215
H -0.846039 1.405566 2.327143 0.526 -0.363 1.481
H -0.218329 2.620567 1.227194 0.560 -0.577 -0.036
H 0.990948 -0.115235 -2.992672 -1.325 1.608 -1.863
H 2.025231 -0.352705 -1.447584 -0.245 1.270 -0.191
H 2.065787 1.078976 1.215665 -1.178 -0.251 -0.143

=====

Across the entries above, molar mass takes the values 2101.80; 151.16; 121.14 g/mol, respectively.
Across the entries above, E_tot takes the values -10957.310125; -515.288058; -615.116935 Eh, respectively.